# 1
Density functional theory data (ωB97M-V/def2-TZVPD) for the molecule C23H36N4O2.

Geometry as XYZ:
```
65
Properties=species:S:1:pos:R:3:mulliken_charge:R:1
C -7.85 1.85 0.57 -1.027
C -6.67 2.57 -0.07 -0.410
O -5.97 1.76 -0.99 -0.468
C -5.13 0.79 -0.54 0.929
C -4.56 -0.02 -1.53 -0.712
C -3.69 -1.03 -1.20 -0.046
C -3.34 -1.26 0.12 0.201
C -2.37 -2.36 0.46 -1.219
N -1.10 -2.16 -0.20 0.098
C -0.18 -3.27 0.00 -0.769
C 1.05 -3.10 -0.88 -0.885
N 1.67 -1.82 -0.58 0.818
C 2.97 -1.62 -1.22 -1.674
C 3.65 -0.47 -0.57 1.888
C 4.11 -0.45 0.77 0.348
C 4.11 -1.58 1.74 -1.418
N 4.56 0.75 1.08 -1.143
N 4.41 1.51 -0.01 1.290
C 4.84 2.88 0.01 -0.692
C 6.28 3.03 -0.46 -1.090
C 3.86 0.82 -1.03 -0.277
C 3.55 1.44 -2.35 -2.060
C 0.73 -0.76 -0.89 -1.836
C -0.47 -0.87 0.05 -0.048
C -0.02 -0.63 1.51 -0.142
C 0.18 0.85 1.84 -1.024
O 1.29 1.45 1.21 -0.484
C -3.89 -0.46 1.10 -0.975
C -4.78 0.56 0.78 -0.297
H -7.51 0.99 1.14 0.321
H -8.53 1.50 -0.20 0.307
H -8.38 2.53 1.23 0.355
H -5.99 2.96 0.70 0.328
H -7.03 3.42 -0.66 0.310
H -4.84 0.17 -2.56 0.422
H -3.25 -1.64 -1.98 0.417
H -2.77 -3.32 0.09 0.488
H -2.28 -2.46 1.56 0.418
H 0.13 -3.37 1.05 0.289
H -0.70 -4.19 -0.29 0.482
H 0.75 -3.16 -1.94 0.315
H 1.76 -3.90 -0.67 0.433
H 2.87 -1.46 -2.31 0.268
H 3.56 -2.53 -1.07 0.484
H 4.30 -1.20 2.74 0.327
H 4.89 -2.29 1.48 0.328
H 3.15 -2.10 1.70 0.275
H 4.76 3.22 1.05 0.372
H 4.17 3.47 -0.61 0.323
H 6.59 4.07 -0.40 0.400
H 6.94 2.43 0.17 0.308
H 6.39 2.69 -1.49 0.264
H 4.44 1.85 -2.81 0.467
H 3.13 0.69 -3.01 0.353
H 2.82 2.24 -2.23 0.393
H 0.38 -0.83 -1.93 0.261
H 1.22 0.20 -0.74 0.667
H -1.20 -0.10 -0.22 0.664
H 0.92 -1.16 1.68 -0.099
H -0.78 -1.02 2.19 0.472
H 0.27 0.96 2.93 0.298
H -0.69 1.43 1.51 0.401
H 2.08 0.96 1.46 0.334
H -3.63 -0.61 2.14 0.333
H -5.18 1.16 1.58 0.345
```

Its molar mass is 400.57 g/mol. Its highest occupied orbital energy is -8.23 eV. The structure (SMILES) is CCOc1ccc(CN2CCN(Cc3c(C)nn(CC)c3C)C[C@@H]2CCO)cc1. As for the total energy: -1267.5029 Ha. The lowest unoccupied orbital energy comes out at 0.0320 hartree. For the gap between HOMO and LUMO, the calculation gives 9.10 eV. For the largest force on an atom, the calculation gives 0.81 eV/A.

# 2
Density functional theory data (ωB97M-V/def2-TZVPD) for a cluster of 2 separate species, C5H10N2 in total.

Geometry as XYZ:
```
17
Properties=species:S:1:pos:R:3:mulliken_charge:R:1
C -0.58 0.21 0.31 0.429
C 1.33 -1.34 0.31 -0.432
C -0.19 1.53 -0.36 -1.328
C -2.07 -0.09 0.16 -1.440
N 0.20 -0.91 -0.24 -0.149
C 3.19 -0.32 -0.69 -0.148
N 2.80 0.10 0.32 -0.378
H 0.13 -1.01 -1.25 0.324
H -0.32 0.26 1.37 0.253
H 1.39 -1.28 1.39 0.259
H 1.76 -2.24 -0.12 0.420
H -2.66 0.70 0.61 0.388
H -0.77 2.35 0.06 0.376
H 0.87 1.74 -0.20 0.379
H -0.39 1.49 -1.43 0.345
H -2.35 -0.16 -0.89 0.341
H -2.33 -1.03 0.65 0.362
```

Its molar mass is 98.15 g/mol. Its highest occupied orbital energy is -9.73 eV. As for the total energy: -305.9414 Ha. The lowest unoccupied orbital energy comes out at 0.0237 hartree. For the gap between HOMO and LUMO, the calculation gives 10.37 eV. For the largest force on an atom, the calculation gives 0.95 eV/A.

# 3
Density functional theory data (ωB97M-V/def2-TZVPD) for a structure of composition C15H72BNO32.

Geometry as XYZ:
```
121
Properties=species:S:1:pos:R:3:mulliken_charge:R:1
C 2.75 28.13 53.56 1.334
C 3.65 27.62 52.50 -0.876
C 4.60 26.52 53.04 0.854
C 5.66 25.98 52.10 -1.644
N 6.34 24.71 52.56 2.233
C 7.05 24.95 53.82 -0.745
C 8.27 23.96 53.95 -0.198
C 8.65 23.69 52.43 -0.597
C 7.49 24.29 51.62 -0.103
C 5.44 23.48 52.85 -0.251
C 4.54 23.13 51.67 -1.140
C 3.55 22.02 51.90 -2.614
H 2.20 27.31 54.14 -1.138
H 2.22 29.03 53.30 0.970
H 3.31 28.51 54.42 -0.078
H 4.35 28.54 52.13 -0.497
H 3.07 27.28 51.68 0.471
H 3.97 25.83 53.57 0.192
H 5.04 27.02 54.02 -0.502
H 6.34 26.71 52.30 0.543
H 5.30 25.88 51.04 0.135
H 6.45 25.16 54.78 0.202
H 7.59 25.91 53.70 0.201
H 8.01 23.09 54.22 -0.116
H 9.07 24.23 54.54 0.027
H 8.92 22.74 52.27 0.929
H 9.64 24.50 52.41 -0.166
H 7.16 23.60 50.90 -0.060
H 7.81 25.27 51.27 0.285
H 4.80 23.54 53.71 0.182
H 6.10 22.58 52.80 0.595
H 4.93 23.05 50.85 0.891
H 3.93 24.00 51.33 0.332
H 3.00 21.84 51.12 0.707
H 2.91 22.41 52.61 0.674
H 4.00 21.25 52.39 0.471
O 9.10 28.25 52.94 -0.717
C 9.69 28.44 51.88 0.771
O 9.46 29.38 51.05 -0.711
B 10.66 29.42 50.16 1.346
O 11.52 28.27 50.64 -0.421
C 11.01 27.85 51.72 0.521
O 11.48 26.87 52.31 -0.660
O 11.20 30.67 50.28 -0.654
C 11.16 31.28 49.19 0.604
O 11.96 32.30 48.96 -0.632
C 10.52 30.40 48.27 0.612
O 10.16 29.31 48.71 -0.427
O 10.09 30.67 47.15 -0.669
O 6.38 22.66 56.47 -0.705
H 6.05 22.21 57.27 0.244
H 5.59 22.86 56.01 0.403
O -0.02 28.66 53.48 -0.574
H 0.82 28.99 53.99 0.353
H -0.06 27.76 53.88 0.421
O 0.56 26.26 54.77 -0.708
H 0.82 25.40 54.32 0.240
H 0.02 25.93 55.52 0.376
O 9.97 22.66 49.47 -0.581
H 10.70 22.11 49.71 0.291
H 10.33 23.51 49.56 0.321
O 10.43 24.29 56.67 -0.690
H 10.57 24.85 55.93 0.343
H 9.46 24.23 56.81 0.377
O 7.78 25.22 56.58 -0.622
H 7.38 25.99 56.19 0.414
H 7.24 24.44 56.55 0.496
O 3.80 31.06 55.38 -0.880
H 2.72 30.86 55.41 0.440
H 4.01 30.92 54.43 0.521
O 3.78 22.52 55.37 -0.513
H 3.14 22.93 55.86 0.199
H 3.54 21.57 55.28 0.224
O 6.24 24.16 48.47 -0.672
H 5.29 24.44 48.15 0.317
H 6.73 25.03 48.04 0.304
O 1.07 30.10 55.22 -0.539
H 0.68 29.94 55.99 0.165
H 0.51 30.82 55.06 0.257
O -1.02 28.84 51.79 -0.817
H -1.80 28.86 52.29 0.242
H -0.34 28.92 52.46 0.555
O 11.31 25.73 54.12 -0.614
H 11.74 25.17 53.54 0.238
H 10.81 26.51 53.73 0.371
O 4.49 30.90 53.16 -0.623
H 4.89 29.92 53.23 0.317
H 4.03 30.80 52.30 0.415
O 6.47 19.87 53.03 -0.743
H 5.71 19.29 53.32 0.239
H 6.99 20.15 53.81 0.477
O 4.50 28.84 57.14 -0.779
H 4.08 28.03 57.04 0.218
H 4.09 29.47 56.49 0.461
O 6.51 27.45 55.77 -0.655
H 6.85 28.29 55.49 0.302
H 5.75 27.94 56.17 0.297
O 7.44 21.80 48.73 -0.662
H 8.26 22.12 48.96 0.348
H 6.71 22.42 48.57 0.359
O 10.18 25.44 49.56 -0.680
H 10.81 25.72 48.87 0.262
H 9.28 25.54 49.15 0.272
O 7.42 20.35 54.96 -0.562
H 8.19 20.03 55.35 0.316
H 7.17 21.21 55.38 0.281
O -0.06 24.04 53.09 -0.757
H 0.43 23.18 53.25 0.403
H -0.29 24.19 52.02 0.351
O 2.18 26.96 56.50 -0.673
H 1.67 26.75 55.56 0.065
H 1.54 27.49 57.10 0.269
O 3.74 30.83 50.49 -0.678
H 3.36 30.16 49.86 0.301
H 4.65 31.08 50.26 0.313
O 6.55 28.32 49.90 -0.495
H 5.79 28.19 49.29 0.227
H 6.61 29.27 50.05 0.232
O 0.72 21.46 53.60 -0.570
H 1.23 20.77 53.85 0.236
H 0.39 21.10 52.88 0.255
```

Its molar mass is 789.53 g/mol. Its highest occupied orbital energy is -9.36 eV. As for the total energy: -3101.6679 Ha. The lowest unoccupied orbital energy comes out at -0.0500 hartree. For the gap between HOMO and LUMO, the calculation gives 8.00 eV. For the largest force on an atom, the calculation gives 12.12 eV/A.

# 4
Density functional theory data (ωB97M-V/def2-TZVPD) for the molecule C31H23Br2NO3.

Geometry as XYZ:
```
60
Properties=species:S:1:pos:R:3:mulliken_charge:R:1
C -6.19 0.38 3.98 -0.837
O -5.81 -0.91 3.45 -0.447
C -4.46 -1.12 3.39 0.546
C -3.52 -0.23 3.94 -0.839
C -2.20 -0.33 3.54 -0.378
C -1.82 -1.29 2.59 -0.636
C -0.55 -1.28 1.79 0.741
C 0.63 -0.70 2.52 -0.071
C 1.87 -1.40 2.56 -0.343
C 3.00 -0.77 3.01 -0.459
Br 4.67 -1.69 3.18 -0.195
C 2.93 0.65 3.51 0.605
O 3.92 1.19 3.98 -0.746
C 1.64 1.35 3.37 -0.961
Br 1.65 3.19 3.72 -0.179
C 0.56 0.68 2.85 -0.366
C -2.73 -2.31 2.26 -0.242
C -4.04 -2.26 2.69 -0.579
H -7.23 0.54 3.69 0.240
H -6.05 0.36 5.08 0.342
H -5.56 1.17 3.53 0.352
H -3.80 0.56 4.63 0.516
H -1.51 0.37 3.99 0.804
H -0.30 -2.27 1.34 0.825
H 1.99 -2.42 2.14 0.432
H -0.38 1.21 2.71 0.671
H -2.42 -3.12 1.59 0.352
H -4.78 -3.03 2.44 0.410
C -5.66 0.68 0.41 -0.258
C -5.57 -0.66 0.02 -0.529
C -4.34 -1.16 -0.39 -0.644
C -3.17 -0.38 -0.24 0.657
C -1.85 -1.07 -0.54 0.403
C -0.70 -0.62 0.35 -0.176
N 0.50 -0.50 -0.56 0.665
C 0.95 -1.68 -1.06 -0.034
C 2.20 -1.82 -1.69 0.371
C 3.00 -0.63 -1.85 1.027
C 4.21 -0.66 -2.56 -0.826
C 4.67 -1.88 -3.04 -0.419
C 3.97 -3.08 -2.78 -0.564
C 2.75 -3.07 -2.10 -0.641
C 2.55 0.55 -1.21 -1.068
C 1.33 0.59 -0.55 -0.043
O -1.80 -1.97 -1.42 -0.679
C -3.27 0.97 0.18 -0.210
C -4.54 1.50 0.49 -0.986
H -6.64 1.05 0.71 0.465
H -6.43 -1.34 -0.02 0.367
H -4.25 -2.17 -0.85 0.363
H -1.00 0.45 0.57 -0.513
H 0.26 -2.50 -0.92 0.506
H 4.73 0.28 -2.75 0.385
H 5.57 -1.90 -3.66 0.393
H 4.40 -4.02 -3.16 0.370
H 2.19 -3.99 -1.86 0.426
H 3.18 1.43 -1.26 0.409
H 1.01 1.48 0.02 0.335
H -2.43 1.64 0.16 0.460
H -4.66 2.55 0.78 0.432
```

Its molar mass is 617.34 g/mol. Its highest occupied orbital energy is -6.10 eV. As for the total energy: -6623.5056 Ha. The lowest unoccupied orbital energy comes out at -0.0652 hartree. For the gap between HOMO and LUMO, the calculation gives 4.32 eV. For the largest force on an atom, the calculation gives 3.88 eV/A.